(1)
Computed, not measured: an isolated molecule of C27H44O2, with the ωB97M-V functional and the def2-TZVPD basis.

The molar mass comes out at 400.647 u. The calculation puts the relative energy (zero: lowest compared OMol25 entry of this formula, charge and spin) at 21.0 kJ/mol. The calculation puts the electronic energy at -1205.6710 hartree.

Geometry as ORCA input:
```
! RIJCOSX wB97M-V def2-TZVPD def2/J DEFGRID3
* xyz 0 1
C -5.24 -0.63 -2.42
C -5.76 -0.93 -1.23
C -6.65 -2.14 -1.04
C -6.55 -2.63 0.40
C -7.05 -1.58 1.41
O -8.40 -1.78 1.75
C -6.81 -0.16 0.86
C -5.59 -0.13 -0.02
C -4.48 0.55 0.33
C -3.22 0.51 -0.35
C -2.21 1.36 -0.14
C -2.31 2.55 0.79
C -1.13 3.50 0.61
C 0.22 2.81 0.83
C 0.28 1.40 0.20
C 0.16 0.33 1.29
C 1.50 1.13 -0.71
C 2.83 0.76 -0.04
C 3.31 1.84 0.93
C 3.90 0.54 -1.13
C 5.27 0.09 -0.63
C 5.22 -1.24 0.12
C 6.58 -1.87 0.47
C 7.44 -0.91 1.30
C 7.34 -2.31 -0.78
O 6.24 -3.01 1.24
C 1.00 0.01 -1.66
C -0.53 -0.01 -1.59
C -0.88 1.26 -0.81
H -4.67 0.27 -2.58
H -5.40 -1.26 -3.28
H -7.68 -1.86 -1.27
H -6.36 -2.93 -1.73
H -5.50 -2.86 0.62
H -7.13 -3.55 0.54
H -6.52 -1.71 2.35
H -8.93 -1.71 0.94
H -6.71 0.55 1.69
H -7.69 0.14 0.28
H -4.52 1.13 1.24
H -3.09 -0.30 -1.06
H -2.34 2.20 1.83
H -3.24 3.09 0.60
H -1.22 4.33 1.32
H -1.17 3.94 -0.39
H 0.40 2.73 1.91
H 1.00 3.44 0.42
H 0.27 -0.67 0.88
H -0.82 0.39 1.77
H 0.92 0.47 2.05
H 1.67 2.04 -1.30
H 2.70 -0.17 0.51
H 3.49 2.78 0.41
H 4.23 1.54 1.42
H 2.57 2.02 1.71
H 4.02 1.47 -1.68
H 3.54 -0.21 -1.83
H 5.71 0.86 0.01
H 5.92 -0.01 -1.51
H 4.68 -1.11 1.06
H 4.67 -1.97 -0.48
H 7.73 -0.05 0.72
H 6.89 -0.59 2.18
H 8.34 -1.43 1.64
H 7.61 -1.45 -1.40
H 6.74 -2.99 -1.37
H 8.26 -2.82 -0.50
H 7.05 -3.47 1.49
H 1.34 0.19 -2.68
H 1.41 -0.96 -1.35
H -0.89 -0.89 -1.06
H -0.98 -0.01 -2.58
H -0.79 2.10 -1.51
*
```

---

(2)
Computed, not measured: C21H44O13V as an isolated structure at a distorted geometry, with the ωB97M-V functional and the def2-TZVPD basis.

The molar mass comes out at 555.514 u. The calculation puts the electronic energy at -2748.3758 hartree.

Geometry as ORCA input:
```
! RIJCOSX wB97M-V def2-TZVPD def2/J DEFGRID3
* xyz 1 3
V 2.61 -0.15 1.31
O 0.95 0.06 0.30
H 0.66 -0.09 -0.62
O 3.72 -0.57 -0.30
H 4.28 -0.83 -1.06
C 4.95 3.54 2.66
O 4.11 3.96 1.62
C 3.26 3.12 1.04
O 3.28 1.90 1.23
O 2.50 3.81 0.21
C 1.74 3.10 -0.73
H 4.41 3.36 3.58
H 5.69 4.29 2.94
H 5.54 2.66 2.42
H 2.49 2.53 -1.27
H 1.17 3.70 -1.44
H 0.98 2.55 -0.17
C 1.75 -3.52 4.17
O 1.73 -4.12 2.93
C 2.00 -3.41 1.80
O 2.40 -2.24 1.72
O 1.78 -4.15 0.68
C 2.09 -3.59 -0.62
H 0.78 -3.09 4.42
H 2.49 -2.73 4.20
H 2.09 -4.35 4.79
H 3.14 -3.29 -0.59
H 1.53 -2.67 -0.80
H 1.90 -4.35 -1.38
C -0.80 -0.23 -5.18
C 0.23 0.86 -5.27
O 0.17 1.78 -6.12
C 1.39 0.89 -4.26
H -1.75 0.10 -4.78
H -0.40 -1.03 -4.57
H -0.96 -0.54 -6.22
H 2.33 0.63 -4.74
H 1.17 0.23 -3.42
H 1.63 1.90 -3.90
C -4.30 3.05 -1.28
C -2.86 2.97 -1.78
O -2.01 3.84 -1.53
C -2.35 1.59 -2.21
H -5.00 2.71 -2.04
H -4.48 4.10 -1.05
H -4.37 2.42 -0.39
H -2.46 1.51 -3.29
H -2.79 0.83 -1.57
H -1.28 1.53 -2.01
C -0.65 2.82 2.07
C -1.88 3.31 2.80
O -2.47 4.29 2.43
C -2.29 2.52 3.98
H -0.79 3.15 1.04
H -0.60 1.73 2.04
H 0.27 3.22 2.50
H -2.77 1.60 3.63
H -3.01 3.04 4.61
H -1.40 2.25 4.56
C -0.94 -1.19 3.46
C -1.87 -1.99 2.64
O -2.89 -2.47 3.16
C -1.61 -2.36 1.18
H -1.12 -1.46 4.50
H -1.25 -0.14 3.39
H 0.08 -1.45 3.21
H -1.29 -3.40 1.10
H -0.85 -1.67 0.82
H -2.56 -2.29 0.64
C -2.04 -2.16 -2.38
C -1.22 -3.41 -2.47
O -0.13 -3.54 -3.05
C -1.72 -4.60 -1.69
H -1.34 -1.36 -2.11
H -2.80 -2.33 -1.62
H -2.60 -1.91 -3.28
H -1.20 -4.71 -0.73
H -1.36 -5.51 -2.18
H -2.80 -4.54 -1.68
*
```

---

(3)
Computed, not measured: C7H18O8V as an isolated structure at a distorted geometry, with the ωB97M-V functional and the def2-TZVPD basis.

The molar mass comes out at 281.157 u. The calculation puts the relative energy (zero: lowest compared OMol25 entry of this formula, charge and spin) at 806.5 kJ/mol. The calculation puts the electronic energy at -1823.2349 hartree.

Geometry as ORCA input:
```
! RIJCOSX wB97M-V def2-TZVPD def2/J DEFGRID3
* xyz -1 1
O 0.30 2.69 -0.67
V 1.61 2.47 0.15
O 1.28 1.93 1.60
C 6.10 3.19 -1.17
O 7.08 3.92 -1.35
O 5.89 2.63 -0.11
O 5.22 3.55 -1.98
O 2.51 6.16 1.24
H 2.04 6.67 1.90
H 3.30 6.67 1.06
C 2.93 -2.54 -3.75
C 1.68 -1.99 -3.20
C 0.64 -3.05 -3.01
O 2.02 -1.56 -1.90
H 3.59 -2.94 -2.98
H 3.57 -1.76 -4.15
H 2.70 -3.19 -4.60
H 1.46 -1.12 -3.82
H -0.05 -3.00 -3.85
H 0.00 -2.92 -2.14
H 1.11 -4.03 -2.97
H 2.36 -2.34 -1.45
C -4.91 0.38 2.59
C -5.11 -1.04 2.96
C -3.83 -1.64 3.48
O -6.05 -1.05 4.04
H -4.24 0.35 1.73
H -4.51 0.86 3.48
H -5.70 1.02 2.19
H -5.48 -1.59 2.09
H -2.88 -1.12 3.34
H -3.83 -2.64 3.05
H -3.88 -1.87 4.54
H -6.92 -1.11 3.66
*
```